Here is a molecular structure, C29H23BrIrN3O2S2Te from the OMol25 dataset. Energies are from ωB97M-V/def2-TZVPD.

- Energy: -5175.87485 Eh
- Gap between HOMO and LUMO: 5.4 eV
- E_LUMO: -7.8 eV
- Energy above the lowest of the compared OMol25 structures with the same formula, charge and spin: 36.9 kcal per mole
- HOMO energy: -13.2 eV
- Charge: +2
- Strongest force on any atom: 0.565 eV/Å

Positions of all 62 atoms, in Å:
1 Ir 0.1030 -2.5514 -0.8483
2 S -0.7755 -3.7811 -2.5705
3 C -2.1428 -2.7583 -2.2003
4 N -1.7940 -1.9285 -1.2458
5 C -2.7846 -1.0263 -0.8969
6 C -2.7298 -0.0483 0.0875
7 C -3.8459 0.7467 0.2626
8 C -4.9938 0.5688 -0.5199
9 C -5.0561 -0.4139 -1.4905
10 C -3.9318 -1.2117 -1.6717
11 S -3.7189 -2.5376 -2.7993
12 H -1.8492 0.0716 0.7110
13 H -3.8387 1.5127 1.0256
14 H -5.8512 1.2060 -0.3556
15 H -5.9478 -0.5586 -2.0845
16 C 2.4477 -4.7025 -1.0390
17 O 1.9691 -3.4482 -0.4789
18 C 2.8414 -2.6821 0.2972
19 C 4.1978 -2.9149 0.3938
20 C 4.9405 -2.1365 1.2792
21 Br 6.7797 -2.4651 1.4420
22 C 4.3487 -1.1392 2.0389
23 C 2.9921 -0.8718 1.8887
24 C 2.2602 -1.6549 1.0205
25 O 0.8657 -1.4598 0.9130
26 C 2.2617 0.1337 2.6940
27 N 1.7135 -0.1352 3.8363
28 C 1.0940 1.0536 4.2252
29 C 0.3704 1.3393 5.3815
30 C -0.1138 2.6231 5.5259
31 C 0.1111 3.6066 4.5495
32 C 0.8191 3.3369 3.3945
33 C 1.2990 2.0397 3.2557
34 N 2.0222 1.4119 2.2447
35 H 3.0566 -4.5003 -1.9179
36 H 1.5622 -5.2725 -1.3007
37 H 3.0144 -5.2309 -0.2771
38 H 4.6849 -3.6914 -0.1773
39 H 4.9329 -0.5623 2.7424
40 H 0.4510 -1.6078 1.7810
41 H 0.2112 0.5801 6.1346
42 H -0.6712 2.8867 6.4140
43 H -0.2753 4.6035 4.7115
44 H 0.9986 4.1031 2.6521
45 H 2.5808 1.8884 1.5550
46 C 0.4000 0.9873 -1.3279
47 Te 1.0828 -0.7540 -2.3402
48 C -0.4140 -0.3341 -3.7963
49 C -0.8916 1.0638 -3.4839
50 C -1.7290 1.7217 -4.3812
51 C -2.1820 2.9980 -4.0979
52 C -1.7950 3.6296 -2.9216
53 C -0.9555 2.9833 -2.0316
54 C -0.5044 1.6957 -2.3078
55 H 1.2718 1.5764 -1.0455
56 H -0.1187 0.6609 -0.4226
57 H -1.1987 -1.0822 -3.7191
58 H 0.0553 -0.4256 -4.7749
59 H -2.0186 1.2373 -5.3054
60 H -2.8266 3.5078 -4.8005
61 H -2.1388 4.6318 -2.7065
62 H -0.6458 3.4812 -1.1211